The molecule C25H31N3O2, computed with ωB97M-V/def2-TZVPD.

Output
Energy relative to the best compared isomer or geometry (same formula, charge and spin) in eV: 0.2163
HOMO level in eV: -7.3
Orbital gap in eV: 8.03
LUMO energy in eV: 0.7
Strongest force on any atom in eV Å⁻¹: 0.56
SMILES: O=C(NCCN1CCCc2ccccc21)[C@@H]1CCC(=O)N(CCc2ccccc2)C1

Structure (ORCA input):
```
! RIJCOSX wB97M-V def2-TZVPD def2/J DEFGRID3
* xyz 0 1
O -0.52 -2.87 1.36
C -0.35 -1.68 1.55
N -1.00 -0.73 0.85
C -2.14 -1.06 0.02
C -2.04 -0.51 -1.41
N -1.98 0.93 -1.49
C -0.70 1.50 -1.87
C -0.84 2.97 -2.22
C -1.42 3.69 -1.00
C -2.76 3.08 -0.69
C -3.78 3.85 -0.17
C -5.03 3.32 0.09
C -5.27 2.00 -0.22
C -4.27 1.21 -0.75
C -2.98 1.72 -0.98
C 0.65 -1.19 2.61
C 0.19 0.06 3.37
C 0.96 1.31 2.93
C 1.36 1.31 1.47
O 1.19 2.26 0.73
N 1.96 0.16 1.07
C 2.59 0.07 -0.23
C 2.01 -1.04 -1.13
C 2.77 -2.34 -1.03
C 2.17 -3.49 -0.52
C 2.89 -4.67 -0.44
C 4.20 -4.72 -0.86
C 4.80 -3.58 -1.38
C 4.09 -2.40 -1.46
C 2.03 -0.95 1.98
H -0.83 0.25 1.01
H -3.04 -0.67 0.49
H -2.20 -2.15 -0.02
H -2.91 -0.88 -1.97
H -1.15 -0.91 -1.90
H 0.03 1.41 -1.05
H -0.32 0.94 -2.73
H -1.50 3.09 -3.07
H 0.14 3.38 -2.47
H -0.73 3.56 -0.16
H -1.53 4.76 -1.19
H -3.58 4.89 0.05
H -5.81 3.94 0.51
H -6.25 1.57 -0.06
H -4.50 0.19 -1.01
H 0.74 -2.04 3.30
H -0.89 0.22 3.22
H 0.34 -0.08 4.44
H 0.38 2.22 3.12
H 1.89 1.38 3.50
H 2.45 1.05 -0.69
H 3.67 -0.09 -0.09
H 0.96 -1.20 -0.86
H 2.05 -0.69 -2.16
H 1.15 -3.46 -0.18
H 2.41 -5.55 -0.04
H 4.76 -5.64 -0.80
H 5.83 -3.61 -1.72
H 4.55 -1.52 -1.88
H 2.76 -0.76 2.78
H 2.35 -1.84 1.43
*
```

Löwdin population analysis, charges in e, atoms 1 to 5:
1 O 0.052
2 C -0.467
3 N 0.096
4 C -0.133
5 C -0.144